[1]
The following is a DFT calculation (the ωB97M-V functional and the def2-TZVPD basis) of a molecular structure, C24H18FeN11S4.

The charge is -1. For the electronic energy, the calculation gives -4384.3831 Ha. Its expectation value of S² is 6.0198. The value obtained for the gap between HOMO and LUMO (alpha / beta) is 5.994 / 6.202 eV. Its multiplicity is 5. As for the HOMO energy (alpha / beta): -4.148 / -4.407 eV.

Each line ends with the Mulliken charge.
CARTESIAN COORDINATES (ANGSTROEM)
Fe 0.12476 0.18588 0.30830  0.5025
S 2.81223 0.65913 1.42173  -0.4710
S 3.77664 3.52288 1.03067  -0.0803
S -0.90222 -1.55492 -0.90248  -0.5300
S -0.19160 -1.11952 2.22302  -0.5551
N 1.32214 2.89215 1.29864  -1.6424
N 2.46151 -2.36466 -0.14474  -0.1263
N -4.36614 -6.50074 0.10403  -0.5956
N 3.33377 -1.97259 -2.23947  -0.7959
N 4.13207 -1.48319 -4.33626  -0.4195
N 0.22168 2.13525 1.21730  1.4211
N 2.71936 0.03691 -3.34780  -0.6923
N -2.16082 0.92707 0.78655  0.5145
N -3.70385 -5.82313 4.06583  -0.5960
N 1.85535 -0.43714 -1.21296  0.2832
N 0.04510 1.55522 -1.56762  0.6048
C -1.54922 -2.59651 0.32564  0.4248
C -1.25537 -2.39403 1.70101  0.5640
C 3.36138 -1.13298 -3.26779  0.3670
C -2.92858 -4.51728 0.90383  0.4986
C 0.70935 3.72928 -3.17832  -0.4043
C 1.14773 1.54196 -2.32534  0.5965
C -0.75015 2.61752 -1.65864  -0.1097
C 1.96084 0.31514 -2.29241  -0.0317
C -3.31235 0.29358 0.62320  -0.3443
C 5.27870 2.62688 1.49373  -0.7768
C -4.42102 1.70918 2.18345  -0.3548
C 1.52135 2.61613 -3.12819  -0.9750
C -4.46734 0.62697 1.31294  -0.9193
C -3.23617 -5.14754 3.25876  -0.1222
C 2.49305 2.31433 1.27515  0.3806
C -1.83371 -3.24491 2.64372  -0.9367
C -2.66195 -4.29689 2.27011  0.5311
C 2.56939 -1.57385 -1.21903  0.2609
C -3.23467 2.39404 2.33983  -1.0103
C -0.82480 2.60724 1.80295  -1.1681
C -2.10119 1.96527 1.64084  1.2031
C -0.47068 3.71869 -2.44600  -0.9683
C -2.37388 -3.66276 -0.04070  -0.9087
C -3.73531 -5.61169 0.47524  -0.0841
H 5.35862 2.57352 2.57714  0.2547
H -3.29751 -0.52030 -0.09413  0.5518
H 1.97399 -2.00012 0.66561  0.0118
H 5.23150 1.62882 1.06825  0.2381
H -5.37575 0.05876 1.17152  0.4288
H 0.98247 4.58601 -3.78029  0.4161
H 3.93045 -0.99498 -5.19070  0.2548
H -0.73117 3.49054 2.42900  0.3175
H -1.62769 -3.08244 3.69328  0.5019
H 6.11811 3.18461 1.08139  0.3435
H -3.15532 3.24681 3.00253  0.4333
H -1.65697 2.57728 -1.06818  0.4019
H 3.09905 -3.13136 -0.04003  0.2772
H -1.16545 4.54634 -2.48144  0.4306
H -2.58324 -3.82005 -1.09052  0.4789
H 4.39198 -2.45158 -4.39375  0.2616
H 2.44860 2.54359 -3.67779  0.4601
H -5.30703 2.00820 2.72934  0.4030

***

[2]
The following is a DFT calculation (the ωB97M-V functional and the def2-TZVPD basis) of a molecular structure, C24H18N4O7P3S3V.

The charge is +1. For the electronic energy, the calculation gives -4833.8741 Ha. Its expectation value of S² is 0.7728. The value obtained for the gap between HOMO and LUMO (alpha / beta) is 5.597 / 5.232 eV. The energy above the lowest of the compared OMol25 structures with the same formula, charge and spin is 66.0 kcal per mole. Its multiplicity is 2. As for the HOMO energy (alpha / beta): -10.194 / -10.167 eV.

Each line ends with the Mulliken charge.
CARTESIAN COORDINATES (ANGSTROEM)
V 0.04346 -1.92498 0.06994  0.2998
S -0.37360 0.13642 -0.49866  -0.0268
S 7.26818 -0.53185 -1.36270  0.2268
S -4.01131 0.03172 0.38458  -0.4088
P -2.29785 0.95636 0.03533  1.7415
P -1.62912 -3.31077 1.59724  0.4786
P -2.32144 -2.64791 -0.97376  0.7820
O -2.65382 -1.40696 -1.66724  -0.5126
O -1.27048 -4.64645 1.12546  -0.6225
O -2.32392 -3.21299 3.00411  -0.5027
O -3.00601 -3.93501 -1.54072  -0.5648
O -0.50626 -2.26082 1.65694  -0.2221
O -0.79914 -2.91945 -0.96591  -0.2207
O -2.72372 -2.61829 0.59993  -0.1412
N 6.09255 -1.09953 -2.30154  -0.6772
N 1.37215 -1.93536 -1.43589  0.3001
N 6.39509 -0.32049 -0.02799  -0.6633
N 1.71241 -1.25215 0.97216  0.2622
C 4.12216 -0.19959 1.98423  -0.6414
C 2.97652 -0.27514 2.75783  -1.0611
C 3.39139 -1.95078 -3.39751  -0.5482
C 2.82061 -1.17058 0.20962  -0.0645
C -1.53799 2.81141 4.15075  -0.5550
C -1.87632 3.63839 3.09271  -0.6983
C 1.80858 -0.81587 2.22905  0.0664
C 2.08208 -2.28477 -3.69365  -0.9398
C 5.14337 -0.68808 -0.26165  0.8506
C 1.11136 -2.26394 -2.69995  -0.1274
C 4.96638 -1.15237 -1.60595  0.8936
C -3.81505 3.54426 -2.68460  -0.6797
C -1.55915 0.91370 2.68782  -0.1308
C -3.66152 2.48986 -1.80218  -0.5472
C -1.31479 3.01821 -1.57781  -0.1017
C 2.63736 -1.58810 -1.14171  0.1302
C -1.47916 4.06525 -2.46567  -0.7868
C -2.41782 2.23988 -1.24061  0.3085
C 4.05577 -0.67282 0.67424  -0.1040
C -2.05744 3.11209 1.82482  -0.6083
C -1.38083 1.44811 3.94953  -0.8634
C 3.68465 -1.57793 -2.08584  -0.0588
C -2.72755 4.33841 -3.00571  -0.4554
C -1.88552 1.75068 1.62614  0.1573
H 4.17470 -1.94992 -4.13854  0.5860
H 1.79326 -2.56934 -4.69323  0.4613
H -4.78521 3.74502 -3.11119  0.4140
H -4.49652 1.85702 -1.54403  0.3638
H -2.34193 3.75136 1.00333  0.4358
H -2.82462 -3.99441 3.23612  0.3551
H -1.14420 0.79861 4.77875  0.4568
H -2.73417 -4.74928 -1.10767  0.3703
H -1.48169 -0.15587 2.52210  0.4142
H -1.40885 3.22610 5.13767  0.3980
H 0.08667 -2.51373 -2.94523  0.5284
H -2.84600 5.16868 -3.68558  0.4020
H 5.04814 0.20809 2.35903  0.5797
H 2.98098 0.07087 3.78078  0.4800
H -0.34663 2.79895 -1.15110  0.3895
H -0.63095 4.67636 -2.73375  0.4025
H 0.91850 -0.89512 2.84179  0.5752
H -2.01571 4.69488 3.25558  0.4240

***

Question: electronic energy of number 2 (C24H18N4O7P3S3V)?
Answer: -4833.8741 Ha